# 1
C2H7NO4P | ωB97M-V with the def2-TZVPD basis set

Each line ends with the natural charge from an NBO analysis.
Atoms and positions in Å:
1 P 1.782 0.040 -0.146  2.608
2 H -2.467 0.718 -1.281  0.179
3 C -0.803 -0.533 -0.479  -0.128
4 H 1.889 -2.032 -1.093  0.554
5 H -3.744 0.588 0.892  0.389
6 O 1.957 -0.573 1.307  -0.949
7 H 2.970 2.055 -0.910  0.616
8 O 0.255 0.496 -0.422  -0.792
9 N -2.837 0.119 0.697  -0.564
10 O 2.636 1.326 -0.294  -1.018
11 O 2.156 -1.118 -1.212  -0.958
12 C -2.186 0.214 -0.384  0.103
13 H -0.542 -1.130 -1.448  0.204
14 H -0.577 -1.250 0.339  0.207
15 H 1.950 -0.054 2.073  0.550

Properties
molar mass = 140.1 g mol⁻¹
charge = +1
energy relative to the best compared isomer or geometry (same formula, charge and spin) = 26.27 kcal per mole
lowest unoccupied orbital energy = -3.803 eV
energy = -21150.7291 eV
frontier orbital gap = 9.719 eV
HOMO energy = -13.52 eV

***

# 2
H7N3 | ωB97M-V with the def2-TZVPD basis set

Each line ends with the natural charge from an NBO analysis.
Atoms and positions in Å:
1 H 0.285 0.797 1.191  0.336
2 H 1.928 2.008 0.023  0.335
3 N -1.734 -1.231 -0.194  -1.067
4 N 1.160 0.411 0.855  -0.684
5 H 0.887 -0.508 0.535  0.353
6 H -2.229 -0.348 0.093  0.354
7 H -1.623 -1.059 -1.231  0.357
8 H 2.331 0.697 -0.729  0.336
9 N 1.511 1.165 -0.352  -0.676
10 H -2.516 -1.932 -0.191  0.355

Properties
molar mass = 49.1 g mol⁻¹
charge = 0
energy relative to the best compared isomer or geometry (same formula, charge and spin) = 0.75 kcal per mole
SMILES = NN.N
lowest unoccupied orbital energy = 1.043 eV
energy = -4582.6567 eV
frontier orbital gap = 9.283 eV
HOMO energy = -8.24 eV

***

# 3
C34H26Br3F4NO7P2Pd | ωB97M-V with the def2-TZVPD basis set

Each line ends with the natural charge from an NBO analysis.
Atoms and positions in Å:
1 H 1.636 -2.905 0.860  0.223
2 O -1.661 0.880 -0.095  -0.732
3 C 3.477 -2.955 3.699  -0.200
4 Pd -0.059 -0.575 -0.685  0.832
5 H 1.208 1.326 2.958  0.230
6 C 0.150 1.460 3.121  -0.222
7 H 5.420 -1.378 -1.152  0.188
8 C 1.952 -2.666 1.870  -0.191
9 H -3.641 1.995 3.570  0.220
10 H 4.246 0.979 1.126  0.199
11 C -2.918 -4.041 1.596  0.303
12 H 4.349 -3.433 4.127  0.218
13 C 1.670 -1.373 3.882  -0.139
14 O 2.241 -0.391 -2.786  -0.719
15 C -0.199 -0.945 -5.223  -0.159
16 H 4.000 -2.011 -2.015  0.186
17 C 1.254 -1.702 2.597  -0.384
18 Br -1.759 -2.813 -0.643  0.177
19 H 3.596 -4.037 1.849  0.219
20 N 2.022 -1.007 -6.896  -0.401
21 H 0.385 3.329 4.139  0.208
22 C -1.737 -2.461 3.498  0.405
23 H -4.217 4.988 0.269  0.217
24 H -4.970 5.588 -2.011  0.228
25 C 0.800 -0.883 -7.399  0.017
26 H 3.109 -1.738 5.425  0.216
27 H 0.906 2.162 -2.382  0.207
28 C -2.051 -3.029 1.218  -0.126
29 C -4.338 4.725 -1.849  -0.230
30 C -3.198 -4.264 2.931  0.301
31 C -2.605 -3.463 3.890  0.264
32 P 2.241 0.148 -0.691  1.857
33 C -3.108 3.271 -0.378  -0.191
34 C 4.474 -1.113 -1.619  -0.230
35 C -3.940 3.946 -2.924  -0.070
36 H 0.862 2.583 -0.653  0.182
37 H -2.803 2.241 -3.589  0.250
38 P -0.148 -0.935 1.718  1.014
39 C 2.162 -1.081 -5.579  0.061
40 C 2.784 -2.000 4.426  -0.215
41 F -4.028 -5.232 3.290  -0.273
42 O 2.206 0.605 0.919  -0.868
43 H 3.255 1.165 2.579  0.180
44 H -2.817 -0.017 2.419  0.221
45 F -1.197 -1.722 4.466  -0.301
46 C 1.285 -1.093 -3.217  0.809
47 C -1.817 1.322 -1.277  0.754
48 C -0.330 -0.848 -6.596  -0.133
49 C -2.714 2.504 -1.467  -0.083
50 H -1.051 -0.912 -4.557  0.252
51 C -3.126 2.843 -2.751  -0.229
52 H 1.126 -0.640 4.460  0.218
53 C -0.744 0.496 2.661  -0.359
54 O 0.488 -1.760 -2.521  -0.724
55 C -2.113 0.704 2.814  -0.166
56 F -2.870 -3.660 5.175  -0.277
57 O 3.682 -0.531 -0.586  -0.835
58 H -2.044 3.670 4.443  0.217
59 C -1.430 -2.214 2.162  -0.428
60 O 2.593 1.600 -1.294  -0.833
61 C 3.055 -3.294 2.420  -0.204
62 H 3.191 2.398 1.286  0.182
63 H 4.643 -0.409 -2.430  0.200
64 Br -2.040 -0.664 -7.382  0.069
65 H 1.945 3.467 -1.755  0.198
66 H 3.175 -1.165 -5.203  0.203
67 C -1.680 2.785 3.938  -0.216
68 Br -4.520 4.406 -4.674  0.053
69 C -2.576 1.841 3.455  -0.217
70 C 1.506 2.498 -1.535  -0.265
71 C -3.914 4.381 -0.574  -0.208
72 F -3.501 -4.816 0.684  -0.285
73 C 1.081 -1.060 -4.705  -0.167
74 C 3.288 1.332 1.502  -0.258
75 H 0.719 -0.804 -8.477  0.205
76 H -2.776 2.989 0.614  0.234
77 O -1.226 0.818 -2.256  -0.727
78 C -0.318 2.594 3.768  -0.149

Properties
molar mass = 1044.7 g mol⁻¹
charge = 0
multiplicity = 3
lowest unoccupied orbital energy (alpha / beta) = 0.037 / -1.281 eV
energy = -294558.5670 eV
frontier orbital gap (alpha / beta) = 7.863 / 7.832 eV
HOMO energy (alpha / beta) = -7.83 / -9.11 eV

***

# 4
C23H50BClN11O13P | ωB97M-V with the def2-TZVPD basis set

Each line ends with the Mulliken charge.
Atoms and positions in Å:
1 C 1.897 -0.957 -2.702  -0.844
2 H 1.870 0.132 -2.710  0.237
3 H 1.530 -6.523 1.554  0.164
4 H -2.282 3.173 -3.710  0.148
5 N 1.501 1.291 2.257  1.202
6 C -2.914 5.659 -3.193  -0.627
7 H -0.189 -2.590 -4.758  0.244
8 H 1.340 -1.312 -1.836  0.310
9 H -3.587 0.833 8.068  0.392
10 H -3.096 2.991 -5.230  0.143
11 C 2.321 4.852 3.105  0.636
12 C 1.366 2.704 2.346  -1.204
13 H -4.845 -0.504 5.043  0.228
14 H -4.962 -0.444 6.768  0.166
15 H 2.930 -1.288 -2.614  0.305
16 H -0.830 0.659 -5.259  0.126
17 C 2.706 -0.070 0.620  -0.995
18 C 1.900 0.970 0.898  -0.234
19 H 6.116 -8.305 4.269  0.186
20 H 5.391 3.665 3.834  0.320
21 H 3.391 2.011 5.402  0.298
22 N -6.272 2.592 -10.051  -0.381
23 P -1.006 4.051 2.799  0.110
24 H -1.964 0.972 7.371  0.194
25 H 4.815 3.675 2.188  0.311
26 H -0.192 -2.503 -3.029  0.171
27 H -2.359 6.534 -3.525  0.264
28 C 4.179 -8.682 3.609  0.696
29 H -5.528 3.092 -7.690  0.293
30 C 0.223 0.590 2.588  1.466
31 C -5.515 2.009 -7.813  -0.290
32 H -2.009 0.134 -9.029  0.268
33 O 1.903 5.252 4.182  -0.663
34 C 0.540 -0.810 3.169  -1.004
35 Cl -2.632 2.898 2.209  -0.209
36 H -3.102 2.328 7.252  0.274
37 C 4.357 -10.173 3.755  -1.003
38 H -0.367 0.429 1.683  0.132
39 B 3.494 2.599 3.581  0.270
40 C -0.513 -1.156 4.218  -0.625
41 C 4.899 3.047 3.076  -0.902
42 H -1.493 -0.811 3.857  0.209
43 H 1.454 1.558 0.095  0.113
44 C 0.245 3.932 -0.408  0.771
45 O 1.447 -3.408 2.103  -0.607
46 O -0.003 3.581 -1.484  -0.454
47 C -1.280 0.803 -8.574  -0.943
48 H -6.188 1.565 -7.080  0.275
49 O -0.278 -0.489 5.462  -0.578
50 N 1.235 -5.565 1.485  -0.390
51 N 0.610 4.266 0.717  -0.665
52 H -0.280 0.405 -8.743  0.344
53 H 4.200 -10.642 2.786  0.262
54 H 3.450 0.067 -0.157  0.386
55 H -1.139 2.522 4.345  0.172
56 C -3.312 4.843 -4.402  0.638
57 H -3.815 5.986 -2.676  0.256
58 H -6.560 2.341 -10.981  0.223
59 H -0.593 -2.227 4.397  0.487
60 H 3.123 -6.073 3.006  -0.214
61 O -2.674 1.375 -6.714  -0.688
62 O -0.739 3.408 4.259  -0.349
63 C -3.476 0.729 5.901  0.750
64 C 2.956 -5.000 3.079  -0.159
65 O 3.136 -8.187 3.216  -0.658
66 H 3.861 -4.469 2.783  0.278
67 H -1.355 1.781 -9.046  0.258
68 O -2.956 1.070 4.856  -0.522
69 N -4.516 -0.145 5.923  -0.427
70 N 5.251 -7.918 3.943  -0.319
71 C 1.821 -4.568 2.189  0.378
72 H -4.500 1.649 -7.629  -0.148
73 N -0.632 0.572 -6.241  -0.278
74 H 5.166 -6.920 3.859  0.183
75 H -2.296 5.093 -2.496  0.033
76 O 2.812 5.412 2.134  -0.609
77 H -0.377 1.145 3.306  -1.026
78 H 0.483 -1.558 2.390  0.405
79 C -1.599 0.945 -7.108  0.667
80 N -2.852 3.566 -4.435  -0.176
81 O -5.997 0.418 -9.541  -0.644
82 H 5.536 2.191 2.852  0.332
83 O 1.795 -1.157 -5.086  -0.643
84 H 3.614 -10.548 4.456  0.262
85 C -5.944 1.584 -9.192  0.524
86 C 1.320 -1.453 -4.004  0.601
87 H 5.349 -10.439 4.119  0.330
88 C -3.010 1.243 7.240  -1.011
89 H 0.469 -5.328 0.878  0.226
90 H 2.564 -1.026 1.119  0.123
91 H -6.237 3.560 -9.794  0.201
92 H 0.288 0.271 5.297  0.366
93 H 2.714 -4.745 4.111  0.288
94 N 2.304 3.316 2.950  0.497
95 H 0.266 0.212 -6.518  0.153
96 N 0.222 -2.247 -3.906  -0.372
97 N 0.243 3.343 1.755  1.081
98 O -4.004 5.298 -5.294  -0.632
99 H 1.512 -0.776 3.663  0.296
100 O 3.278 1.625 4.522  -0.429

Properties
molar mass = 766.0 g mol⁻¹
charge = 0
lowest unoccupied orbital energy = -0.545 eV
energy = -90161.9099 eV
frontier orbital gap = 8.580 eV
HOMO energy = -9.13 eV

***

# 5
C28H27N4O11STl | ωB97M-V with the def2-TZVPD basis set

Each line ends with the Mulliken charge.
Atoms and positions in Å:
1 C 2.003 1.498 -2.955  0.070
2 H 6.709 3.862 7.959  0.267
3 H 3.319 -2.381 -2.266  0.031
4 C -3.245 2.563 -0.772  -0.503
5 H 3.746 -3.986 -2.902  0.300
6 C 5.093 -0.707 0.177  -1.332
7 C 2.057 -0.402 4.717  0.687
8 C -0.774 -2.856 1.863  -0.402
9 C 5.396 2.202 7.852  0.729
10 C 2.805 0.169 6.941  -0.302
11 O 6.221 0.764 -4.652  -0.783
12 N 5.285 0.148 -2.184  0.041
13 C -0.559 -3.202 -2.012  -0.815
14 C 3.095 1.458 6.506  0.265
15 H 5.980 -0.195 0.555  0.398
16 S 3.693 2.670 7.649  -0.248
17 H -1.097 -1.840 1.640  0.196
18 C -1.656 4.095 0.154  -0.474
19 C -2.836 3.866 -0.534  -0.294
20 H 2.937 1.855 -4.627  0.482
21 O 1.217 -1.732 -2.592  -0.576
22 O 0.578 4.304 1.859  -0.809
23 C 3.247 -3.450 -2.088  -0.855
24 C 6.175 3.218 8.659  -1.052
25 H -1.002 -3.484 1.008  -0.009
26 H -4.168 2.317 -1.277  0.463
27 H -3.441 4.699 -0.876  0.388
28 O 2.023 1.985 -4.182  -0.645
29 H 2.980 -0.103 7.974  0.384
30 C 3.272 0.904 -2.470  0.722
31 H -1.239 -3.239 2.771  0.434
32 O 4.239 1.662 -5.260  -0.804
33 O 5.894 1.208 7.401  -0.539
34 C 4.562 -0.051 -1.050  0.070
35 O 1.131 2.162 1.446  -0.552
36 C 4.478 0.760 -3.105  -0.107
37 O -4.037 -0.116 -0.931  -0.808
38 C -2.864 0.050 -0.550  -0.138
39 H -1.103 -2.277 -1.818  0.018
40 H 6.904 2.694 9.275  0.299
41 Tl 0.672 0.024 0.075  0.672
42 H 2.083 -5.843 -2.458  0.316
43 H 2.074 -1.765 6.375  0.440
44 O 1.012 1.542 -2.254  -0.475
45 C 2.869 1.819 5.182  -0.537
46 H 6.244 -0.067 -2.401  0.199
47 C 5.039 1.099 -4.463  0.655
48 C 1.500 -1.344 3.788  -0.380
49 H -0.711 -3.869 -1.166  0.132
50 H -1.299 5.084 0.402  0.466
51 N 1.849 -3.815 -2.006  0.243
52 H 4.322 -0.677 0.944  0.184
53 O -2.014 -0.823 -0.233  -0.380
54 C 2.346 0.897 4.291  -0.598
55 H -0.969 -3.682 -2.904  0.361
56 C 1.579 -5.201 -1.726  -1.118
57 O 0.673 -2.907 2.019  -0.393
58 N 3.342 0.395 -1.198  0.022
59 H 5.528 3.838 9.277  0.344
60 C 0.895 -2.850 -2.238  0.945
61 H 2.157 1.186 3.262  0.630
62 N -1.282 1.756 0.283  -0.018
63 C -2.435 1.521 -0.338  0.479
64 C 1.106 -2.098 2.939  -0.047
65 H 3.754 -3.697 -1.150  0.358
66 H 1.942 -5.483 -0.731  0.292
67 C -0.897 3.001 0.547  0.409
68 C 0.405 3.189 1.340  0.045
69 H 0.516 -5.410 -1.776  0.419
70 H 5.358 -1.751 -0.010  0.254
71 C 2.298 -0.757 6.048  -0.625
72 H 3.089 2.823 4.842  0.506

Properties
molar mass = 832.0 g mol⁻¹
charge = -2
energy relative to the best compared isomer or geometry (same formula, charge and spin) = 8.89 kcal per mole
lowest unoccupied orbital energy = 3.392 eV
energy = -73490.2035 eV
frontier orbital gap = 6.278 eV
HOMO energy = -2.89 eV

***

> The highest energy belongs to which entry?

H7N3